No. 1
{
  "formula": "C18H26N3O16PS4",
  "method": "the ωB97M-V functional and the def2-TZVPD basis",
  "species": ["C", "H", "S", "N", "O", "C", "C", "O", "H", "H", "S", "O", "H", "H", "C", "O", "C", "H", "C", "C", "S", "O", "H", "C", "H", "H", "C", "O", "O", "O", "H", "C", "H", "C", "H", "O", "C", "H", "C", "O", "C", "N", "H", "H", "P", "H", "H", "H", "N", "H", "S", "C", "C", "H", "H", "C", "O", "H", "O", "H", "H", "H", "O", "C", "H", "O", "O", "O"],
  "xyz": [[1.85, 0.62, 2.16], [-4.63, -5.17, 3.27], [-6.26, 2.28, -4.91], [-0.65, 3.45, 1.31], [-5.94, 3.61, -5.34], [-4.13, -4.28, 2.88], [2.02, -5.24, 1.45], [-4.01, -4.34, 1.46], [1.11, -5.69, 1.85], [-2.36, 0.32, 2.84], [-3.94, -2.83, 0.87], [3.97, -4.12, -0.91], [5.62, 4.32, -3.88], [-3.12, -4.21, 3.30], [-0.46, -1.40, 2.57], [-2.56, -2.49, 0.65], [-5.60, 1.42, -2.66], [2.92, 1.62, -1.82], [-2.88, 1.08, 0.76], [6.67, 4.67, -2.01], [6.36, 2.21, -1.93], [2.03, -2.52, -0.74], [-5.37, 1.78, -1.66], [2.42, -3.96, 2.18], [-5.99, -3.16, 2.99], [6.15, 5.62, -1.88], [0.72, 0.38, 1.07], [6.06, 3.65, -1.24], [-4.45, -2.05, 2.20], [7.48, 1.61, -1.27], [7.71, 4.78, -1.68], [1.16, 0.77, -0.42], [1.58, 0.34, 3.24], [3.26, 1.19, 1.85], [2.83, -5.97, 1.46], [-6.52, 2.31, -3.31], [-4.37, 1.38, -3.56], [7.35, 4.65, -4.09], [-0.71, -0.26, 1.45], [-4.94, -2.69, -0.15], [-1.82, 0.81, 1.93], [-0.43, -2.26, 3.43], [2.96, -4.18, 3.11], [-2.26, 3.17, 3.14], [-1.14, 2.48, 2.51], [-4.76, -2.63, 4.17], [-3.77, 0.49, -3.40], [0.45, 0.64, -1.31], [-3.80, 1.12, -0.02], [1.55, -3.34, 2.41], [2.82, -3.60, -0.24], [-4.92, -3.00, 3.16], [6.61, 4.17, -3.45], [-6.08, 0.44, -2.60], [-0.77, 2.94, 0.41], [3.70, 1.56, 0.37], [-7.29, 1.49, -5.53], [-1.15, -0.81, 0.53], [6.86, 2.76, -3.37], [4.06, 1.35, 2.66], [-0.04, 2.29, 3.42], [4.76, 1.95, 0.14], [-4.89, 1.41, -4.89], [2.59, 1.35, -0.75], [-3.75, 2.27, -3.42], [5.11, 1.53, -2.11], [3.24, -3.24, 1.28], [1.81, -4.82, 0.10]],
  "total_energy_ev": -108935.2916,
  "smiles": "N#C[C@H]([PH2]=N)[C@H](C#N)c1ccccc1.O=S1(=O)OCCO1.O=S1(=O)OCCO1.O=S1(=O)OCCO1.O=S1(=O)OCCO1",
  "gap_ev": 8.527,
  "total_charge": 0,
  "multiplicity": 1
}

=====

No. 2
{
  "formula": "C84H190N24O24",
  "method": "the ωB97M-V functional and the def2-TZVPD basis",
  "species": ["H", "C", "H", "H", "H", "H", "O", "H", "C", "C", "H", "H", "C", "O", "H", "H", "C", "H", "H", "H", "N", "C", "H", "H", "H", "C", "O", "H", "O", "N", "C", "C", "H", "N", "H", "H", "C", "H", "O", "H", "C", "H", "O", "H", "C", "O", "H", "H", "H", "H", "H", "C", "H", "H", "N", "C", "N", "H", "H", "C", "C", "C", "C", "H", "H", "H", "H", "C", "H", "H", "H", "H", "H", "H", "H", "H", "H", "C", "H", "C", "C", "H", "N", "H", "N", "H", "H", "H", "N", "N", "H", "C", "H", "H", "C", "H", "H", "H", "H", "H", "H", "H", "H", "H", "H", "C", "C", "N", "C", "H", "C", "C", "H", "H", "C", "H", "H", "H", "H", "H", "N", "H", "H", "C", "H", "N", "H", "H", "H", "H", "H", "H", "H", "H", "C", "H", "C", "H", "H", "C", "H", "O", "C", "O", "H", "H", "H", "O", "C", "H", "C", "H", "H", "H", "H", "H", "C", "H", "H", "C", "C", "H", "H", "H", "C", "C", "C", "H", "H", "H", "H", "H", "H", "O", "H", "C", "O", "H", "O", "H", "C", "C", "H", "O", "O", "C", "H", "H", "H", "N", "H", "C", "N", "H", "H", "H", "N", "H", "H", "H", "C", "C", "C", "H", "H", "O", "O", "H", "O", "C", "H", "C", "C", "O", "C", "H", "H", "C", "C", "H", "H", "H", "C", "H", "C", "H", "C", "H", "H", "C", "O", "H", "H", "H", "N", "N", "H", "H", "H", "H", "H", "H", "C", "C", "C", "H", "H", "C", "N", "H", "H", "H", "C", "C", "H", "H", "C", "H", "O", "H", "H", "H", "H", "C", "C", "C", "O", "H", "H", "H", "O", "H", "H", "H", "C", "H", "H", "H", "C", "C", "H", "N", "N", "N", "C", "C", "N", "H", "C", "H", "H", "H", "H", "H", "C", "H", "H", "H", "H", "H", "C", "H", "H", "C", "H", "H", "C", "C", "H", "H", "H", "H", "N", "H", "O", "C", "H", "H", "H", "C", "H", "N"],
  "xyz": [[4.24, -6.23, -4.36], [-7.25, 0.95, -3.68], [-8.14, -2.83, 4.89], [4.76, -3.37, -0.28], [-10.67, 0.48, 2.41], [-0.96, 2.58, 2.32], [5.11, 4.98, -2.97], [5.06, -0.23, -7.86], [-2.46, 7.32, -0.65], [0.50, 2.96, 0.72], [0.31, 10.69, -0.42], [-3.41, 9.59, 0.25], [-5.68, -6.39, 4.06], [-3.75, -2.87, -2.52], [6.23, 2.59, 6.92], [5.82, -7.64, -3.61], [-4.30, 2.54, -0.60], [-0.29, -4.71, -0.60], [4.31, 1.12, -8.72], [3.15, -4.43, 3.95], [-2.04, 5.02, 4.02], [4.62, 3.99, -2.47], [6.34, -9.01, -1.63], [-5.54, -1.94, -3.61], [-6.25, -7.16, 3.53], [2.34, -6.84, -2.15], [-9.12, -0.99, 1.16], [2.54, -5.16, 6.09], [-3.49, 6.89, -0.09], [6.54, 2.55, 4.84], [0.67, 0.40, 2.59], [0.55, 9.66, -0.17], [-7.97, -2.17, -2.71], [3.43, -1.74, 2.26], [-3.48, -7.74, 1.20], [0.81, 1.29, -3.08], [3.84, -7.23, -4.26], [0.69, 6.90, -6.15], [5.88, 4.50, 3.85], [0.26, -1.23, -7.08], [3.90, -2.96, 0.25], [-0.96, 6.36, -1.89], [-0.37, -7.43, 2.01], [3.42, -6.41, -8.36], [-1.77, 0.20, 1.75], [2.74, 5.83, -7.77], [-0.56, 0.43, -2.32], [6.93, -0.69, -2.09], [-2.95, -7.98, 2.91], [2.99, 0.68, -6.18], [-1.06, 5.01, 3.77], [2.21, -0.69, -7.45], [-6.88, 5.50, -0.27], [3.60, -2.04, -0.23], [2.03, -0.86, 6.63], [-2.94, -2.19, -1.95], [-5.34, -1.78, 6.49], [1.49, -0.12, 7.06], [0.19, -5.22, 0.95], [-2.65, -7.97, 1.86], [1.09, 8.80, -1.29], [-0.99, -2.80, -3.37], [-5.91, 4.08, -1.45], [0.07, 5.75, -4.99], [-0.36, 2.59, -1.20], [4.85, -9.88, -1.11], [2.84, -1.20, 4.23], [2.41, -6.45, 4.55], [-2.70, 2.09, -3.38], [-8.21, 0.43, -3.73], [7.62, -2.34, -2.44], [3.74, 6.65, -1.56], [5.04, -6.01, -0.59], [2.60, -1.41, 1.79], [-5.29, 5.06, 0.48], [0.11, -7.07, -2.55], [0.96, 0.09, -6.10], [4.76, -1.13, -3.47], [4.46, -1.93, 4.15], [-4.29, -3.47, 2.14], [2.37, -5.27, -1.94], [-1.59, -3.69, -3.60], [4.30, 2.92, -3.20], [1.35, -1.66, -5.66], [5.48, -1.94, -2.64], [-1.09, -3.91, 0.63], [0.41, 4.04, 0.71], [7.15, 1.75, 4.98], [1.75, 6.83, 3.11], [-2.22, 8.58, -1.05], [-0.23, -1.33, 5.32], [4.31, 2.88, -4.67], [-4.54, -1.44, -0.49], [-1.42, 8.66, -1.65], [6.61, 3.51, 3.89], [4.86, 2.11, 5.97], [-0.88, -4.96, -6.98], [-9.86, -0.22, 3.85], [-0.33, 6.78, -0.37], [0.09, -3.09, 5.13], [-1.37, 6.31, 6.85], [-2.82, 3.79, 2.67], [3.01, -6.92, 7.75], [-6.84, -1.09, 0.25], [-4.74, -6.75, 4.48], [4.81, -7.97, -3.38], [4.25, -2.58, 1.66], [2.21, 8.07, -1.12], [0.62, 2.50, -0.74], [7.64, 2.41, 2.20], [-2.53, 1.73, 6.21], [-7.15, -2.38, 4.89], [-3.08, 0.80, 6.34], [-3.04, 2.54, 6.75], [-0.16, -4.57, -6.26], [0.35, 4.27, -6.68], [-4.00, 9.48, -1.48], [-3.83, -3.75, 1.19], [-6.71, 3.86, 0.44], [5.39, 3.82, 6.13], [1.20, -4.62, -6.68], [3.61, -5.58, 2.94], [5.19, -2.90, -2.74], [-6.19, 4.70, -0.02], [0.85, -8.36, -1.55], [3.28, -7.61, -1.30], [-8.43, -1.56, -4.37], [2.92, 7.41, -2.98], [1.79, 6.05, -5.09], [6.78, -2.17, -1.00], [1.92, -6.57, -4.22], [-0.33, -3.50, -6.16], [-1.39, 2.65, 0.67], [0.65, 8.29, 4.13], [1.88, 4.98, -7.71], [1.62, 3.43, 6.23], [1.09, -0.94, -6.43], [7.71, 4.06, 2.10], [1.74, -7.91, 6.83], [2.47, 0.75, -0.55], [3.03, 1.32, 0.19], [-1.53, 3.22, -6.01], [0.89, 5.93, -5.69], [0.39, 8.70, -2.26], [2.57, -1.44, -3.83], [3.89, -5.56, -6.78], [1.40, -4.78, -2.01], [2.30, -3.13, 6.46], [4.38, 0.62, -7.76], [1.79, -5.15, 2.99], [-7.71, -2.11, -3.76], [-1.22, 4.40, -3.83], [-6.04, -0.19, 1.58], [-4.74, -1.67, 5.69], [2.61, 8.22, -0.20], [4.41, 4.54, -0.21], [-2.85, 1.25, -5.81], [1.69, 1.80, 5.48], [1.76, -3.87, -6.30], [3.43, -0.72, 6.97], [-9.85, 0.60, 3.12], [0.78, 3.52, -8.71], [-3.14, -0.38, -0.84], [3.64, 3.20, -0.85], [-1.27, 5.36, 6.31], [1.59, -2.12, 6.34], [-4.36, -4.59, 3.15], [1.31, -6.39, 7.43], [-7.12, 1.52, -2.76], [-1.96, 3.78, -2.18], [-5.11, 2.75, -2.55], [-2.58, 2.01, 5.16], [-2.80, 4.69, -3.31], [-0.74, 0.75, 7.38], [4.30, 3.90, -5.07], [0.86, -7.29, -1.79], [3.15, -7.45, 0.11], [-0.74, -2.01, -4.07], [-3.44, -4.61, 3.98], [-2.42, 5.31, 2.06], [1.15, 2.45, 6.17], [-3.16, 9.65, -0.81], [5.43, 3.17, -0.56], [5.14, 0.03, -3.63], [-4.97, 0.22, -3.13], [-2.45, 5.28, 5.34], [2.12, 6.20, -1.93], [-2.67, -5.81, 0.35], [-6.53, -3.14, 4.41], [1.04, 5.01, -6.71], [-3.97, 5.13, 3.00], [4.58, 3.74, -0.94], [-5.39, -5.40, 3.03], [-0.38, 9.21, 0.17], [-3.55, -2.77, 2.52], [-7.52, -3.04, -4.31], [3.04, 0.34, -7.13], [1.97, 4.41, -9.73], [-6.93, 0.67, 0.24], [4.28, 2.00, -2.79], [-2.92, 4.85, 2.91], [-6.63, -2.00, 6.27], [1.80, -5.64, -7.35], [3.34, 4.42, 2.21], [0.31, 8.19, 2.44], [-7.47, -1.98, 7.18], [2.42, -1.48, -8.37], [1.19, 9.49, 0.70], [1.11, -6.62, -7.74], [5.45, -6.41, -1.52], [4.93, 1.28, -7.09], [3.18, 4.88, 3.18], [-1.06, 1.57, 6.52], [0.20, -1.25, -0.04], [5.71, 2.79, 5.99], [1.35, 1.95, 7.12], [3.48, 0.17, 7.60], [1.80, 3.90, -8.78], [2.49, -7.31, -3.66], [3.07, 1.00, -1.42], [-5.98, -5.44, 2.21], [-1.88, -0.86, 1.96], [-0.34, 0.65, 1.42], [-3.84, -1.51, 8.02], [-0.66, 2.20, 1.35], [-0.17, -3.42, -3.00], [-6.89, -0.20, 0.89], [3.22, -4.73, -2.37], [3.93, -1.57, 7.44], [3.72, -1.33, 3.61], [2.18, -7.56, 4.21], [-4.00, 3.15, 0.25], [8.75, 3.13, 3.24], [3.58, -7.75, -5.18], [-1.76, -5.99, 0.75], [-5.02, 3.19, -1.65], [3.30, 4.08, 3.92], [2.73, -5.06, -0.94], [-0.35, 5.42, 5.74], [-3.75, 1.69, -6.23], [1.39, 2.78, 1.33], [-0.57, 3.04, 5.28], [-3.48, -1.41, -0.75], [-2.02, 3.93, -3.26], [0.89, 0.97, -0.81], [3.44, 2.41, -5.12], [3.12, -3.65, 0.57], [-1.45, -7.05, 1.54], [-2.31, 2.78, -4.01], [0.96, -0.35, -2.60], [-5.48, -1.83, 8.56], [-7.18, -1.41, 4.37], [3.28, -5.57, -7.68], [7.74, 3.28, 2.86], [-2.42, -9.00, 1.55], [-5.20, -2.87, 2.13], [-1.23, 6.37, -0.83], [4.08, -0.31, 3.66], [0.80, 4.86, 3.50], [-3.36, 2.08, -0.92], [-6.13, -6.11, 5.01], [2.57, 3.17, -8.54], [0.76, -0.69, 2.53], [2.17, -6.93, 7.05], [3.54, -1.69, -4.26], [-4.89, -1.34, 7.78], [-3.57, 5.50, 5.71], [5.66, -8.59, -0.12], [-3.04, 0.46, -5.08], [-4.75, 1.65, -0.17], [-6.67, 4.43, -2.38], [-10.18, 1.50, 3.64], [3.65, -1.34, -5.28], [-6.94, 1.38, -4.63], [0.51, 0.60, -2.29], [5.35, -5.77, -2.40], [3.77, -2.73, -4.48], [-2.96, 10.72, -0.93], [4.67, -7.77, -1.79], [0.16, -2.23, 5.80], [-1.36, 5.34, -0.51], [-0.20, 2.38, 5.94], [-1.64, -2.12, -2.30], [0.08, 0.14, 0.08], [1.81, 5.56, 3.22], [-8.24, -0.23, 1.59], [2.51, -6.13, 5.82], [4.01, -0.25, 6.17], [6.80, -1.77, -2.02], [4.05, 5.47, 3.44], [2.53, 7.33, 2.72], [-1.91, 0.61, 2.75], [-2.31, 0.72, -6.60], [0.29, 0.69, 3.57], [-6.12, -0.11, -3.38], [1.68, 0.76, 2.42], [-0.58, -2.40, 6.58], [-4.99, -0.27, 7.96], [1.47, 3.04, -1.15], [-3.04, -1.86, 0.14], [2.81, 7.04, -1.96], [-0.94, -1.73, -1.68], [-1.31, 4.50, 6.98], [0.54, 7.58, 3.31], [3.73, -4.78, -8.28], [-0.30, -5.05, -5.28], [-2.14, 2.44, -5.30], [2.72, -5.34, 3.53], [2.13, -8.32, -3.83], [6.54, -6.37, -1.52], [0.61, -7.04, -0.76], [4.74, -9.00, -3.73], [-8.47, 0.61, 2.58], [2.69, -0.31, -0.39], [5.34, -2.89, 2.17], [-0.70, -4.90, 0.39], [-0.41, 7.09, 3.48], [-7.82, 1.38, 2.61], [-2.54, 0.53, 1.05], [5.38, -8.93, -1.12], [5.13, 2.28, -5.06], [-6.41, -1.41, -3.68]],
  "total_energy_ev": -175090.2307,
  "gap_ev": 2.230,
  "total_charge": -2,
  "multiplicity": 1
}

=====

No. 3
{
  "formula": "C5H28N4O9",
  "method": "the ωB97M-V functional and the def2-TZVPD basis",
  "species": ["H", "H", "N", "H", "O", "H", "H", "H", "H", "O", "H", "N", "H", "H", "O", "O", "H", "C", "H", "H", "H", "H", "H", "H", "H", "H", "H", "H", "C", "N", "H", "O", "H", "N", "C", "O", "H", "O", "O", "H", "C", "H", "H", "C", "O", "H"],
  "xyz": [[0.13, -1.82, -0.33], [0.65, -0.27, -0.34], [2.86, 1.00, -0.11], [-1.80, -1.03, -2.94], [1.29, 1.29, -3.05], [-2.35, 0.84, 1.73], [-1.04, -0.08, 3.16], [3.53, 0.01, 2.40], [-1.71, -3.58, 4.83], [1.90, 1.62, 1.84], [2.19, 2.85, -3.85], [-2.40, -2.17, 2.68], [-3.11, -2.43, 3.34], [-0.41, -4.32, 4.04], [-2.50, -1.18, -0.95], [-3.09, 0.91, 1.05], [-2.78, -1.90, 1.77], [1.95, 1.86, -4.13], [-1.22, 0.22, -1.83], [-1.99, 2.00, -0.41], [1.33, -1.31, -2.29], [1.35, 1.91, -5.08], [0.20, 0.70, 2.60], [1.31, 0.34, -3.20], [-2.75, -0.53, -0.26], [2.37, -1.98, -3.36], [3.57, 0.51, 0.40], [-2.95, 0.28, -2.40], [-2.87, 2.03, 0.28], [-1.22, -3.74, 3.93], [0.04, 2.52, 0.25], [-0.80, 0.81, 2.85], [2.77, 0.91, -1.14], [0.78, 2.02, -0.17], [1.86, 1.60, 0.59], [-0.58, -3.09, 1.79], [0.80, 2.04, -1.18], [1.58, -1.46, -3.25], [0.80, -1.17, -0.64], [2.84, 1.39, -4.46], [-2.17, -0.39, -2.12], [-2.77, 2.98, 0.83], [4.90, 0.68, 2.52], [-1.32, -3.01, 2.77], [4.47, -0.10, 2.17], [-3.65, 2.23, -0.33]],
  "total_energy_ev": -30028.5469,
  "smiles": "NC(N)=O.NC(N)=O.CO.CO.CO.O.O.O.O",
  "gap_ev": 10.391,
  "total_charge": 0,
  "relative_energy_kj_mol": 122.7,
  "multiplicity": 1
}

=====

No. 4
{
  "formula": "C12H21Cl3N2O2",
  "method": "the ωB97M-V functional and the def2-TZVPD basis",
  "species": ["C", "H", "C", "H", "H", "H", "H", "N", "O", "C", "H", "C", "C", "C", "H", "Cl", "C", "N", "H", "Cl", "H", "H", "H", "H", "C", "H", "H", "H", "H", "H", "Cl", "H", "C", "C", "O", "C", "H", "C", "H", "H"],
  "xyz": [[4.57, 2.99, 0.67], [-6.03, -1.40, -0.75], [4.21, 0.55, 1.14], [4.33, 3.82, 0.01], [4.14, 1.48, -0.80], [-3.49, -0.33, 1.27], [-4.23, -2.40, 0.41], [1.04, -0.09, 0.41], [1.49, 0.71, -1.65], [-1.92, -0.16, -0.20], [-1.17, -1.25, 1.36], [-3.92, -1.73, -0.39], [-5.08, -1.31, -1.29], [0.93, -2.53, 0.38], [5.64, 2.83, 0.66], [1.04, -2.58, 2.15], [1.59, 0.82, -0.45], [-1.10, -1.23, 0.35], [-1.81, -0.18, -1.29], [-0.02, -3.91, -0.17], [1.97, 2.10, 1.26], [0.31, -1.16, -1.17], [-4.08, 0.27, -2.39], [1.17, 0.01, 1.40], [-3.39, -0.39, 0.18], [4.27, 3.26, 1.68], [3.90, 0.75, 2.16], [-3.13, -2.22, -0.95], [5.29, 0.41, 1.14], [-1.61, 0.84, 0.15], [2.57, -2.65, -0.29], [2.11, 2.87, -0.34], [0.27, -1.21, -0.07], [-4.78, 0.16, -1.55], [-4.20, 0.64, -0.35], [2.32, 1.96, 0.23], [-5.14, -1.89, -2.20], [3.84, 1.72, 0.23], [-5.67, 0.77, -1.75], [3.75, -0.37, 0.80]],
  "total_energy_ev": -57427.9900,
  "smiles": "CC(C)CC(=O)N[C@H](NC[C@@H]1CCCO1)C(Cl)(Cl)Cl",
  "gap_ev": 9.783,
  "total_charge": 0,
  "relative_energy_kj_mol": 0.0,
  "multiplicity": 1
}

=====

No. 5
{
  "formula": "C8H10N4S",
  "method": "the ωB97M-V functional and the def2-TZVPD basis",
  "species": ["N", "C", "N", "H", "H", "H", "C", "S", "H", "H", "H", "C", "N", "H", "C", "N", "C", "C", "H", "C", "H", "C", "H"],
  "xyz": [[3.07, -1.00, 0.20], [2.32, 0.96, -0.54], [-2.51, -1.83, 0.53], [2.10, 1.93, -0.95], [-2.53, 1.64, -0.14], [-2.06, 3.43, -0.05], [-1.55, -1.19, -1.43], [-0.28, 2.07, 0.06], [1.27, -0.13, 2.21], [4.55, 0.41, -0.25], [0.93, 0.70, 2.34], [-1.76, -0.83, 0.81], [-1.11, -0.38, -0.39], [-1.16, -1.08, -2.36], [3.46, 0.24, -0.27], [1.26, 0.11, -0.22], [-0.05, 0.50, -0.29], [1.80, -1.04, 0.33], [-2.93, -2.90, -1.14], [-1.88, 2.40, 0.05], [-1.63, -0.24, 1.59], [-2.39, -2.07, -0.82], [1.08, -1.70, 0.76]],
  "total_energy_ev": -25248.4393,
  "gap_ev": [7.269, 7.244],
  "total_charge": 0,
  "relative_energy_kj_mol": 501.8,
  "multiplicity": 1
}